(1)
The following is a DFT calculation (ωB97M-V/def2-TZVPD) of a cluster of 2 separate species, C4H13NO2 in total in a non-equilibrium geometry.

```
20
Properties=species:S:1:pos:R:3:mulliken_charge:R:1
C -1.2198 1.3685 1.8699 -1.10
C -1.5484 0.0246 1.2620 -0.38
C -0.5753 -0.6320 0.2379 -1.21
N 0.8845 -0.5125 0.2997 -0.25
C 1.4887 0.8443 -0.0642 -0.32
O 0.8210 1.4147 -1.1494 -0.52
H -2.1146 1.8080 2.3111 0.37
H -0.9517 2.0906 1.0712 0.25
H -0.4295 1.3978 2.6162 0.24
H -2.5775 -0.0047 0.9204 0.36
H -1.5778 -0.7257 2.0818 0.28
H -0.7432 -1.7133 0.2744 0.50
H -0.9282 -0.2819 -0.7265 0.57
H 1.1115 -0.7279 1.2638 0.25
H 1.5606 1.5459 0.7627 0.28
H 2.4891 0.5266 -0.3445 0.35
H -0.0881 1.5762 -0.9280 0.33
O 0.3259 -2.3086 -2.2677 -0.65
H -0.4081 -2.3213 -1.6330 0.35
H 0.8979 -1.5892 -2.0640 0.33
```

Properties
* charge: 0
* HOMO level: -9.3 eV
* energy relative to the best compared isomer or geometry (same formula, charge and spin): 1.3267 eV
* orbital gap: 10.0 eV
* SMILES string: CCCNCO.O
* largest force on an atom: 0.0513 Eh/bohr
* E_tot: -365.3937 Eh



(2)
The following is a DFT calculation (ωB97M-V/def2-TZVPD) of a structure of composition C16H41B2BrCl3LiMg2O8SSb in a non-equilibrium geometry.

```
76
Properties=species:S:1:pos:R:3:mulliken_charge:R:1
C 3.2243 -3.8764 1.4409 -0.63
O 3.0614 -2.7737 0.5759 -0.44
C 2.3026 -1.7267 1.1596 -0.69
C 0.8623 -1.8141 0.6211 0.00
C -0.1966 -1.4507 1.6715 -0.43
C -1.4371 -2.3298 1.5849 0.16
Sb -3.1116 -1.3660 0.4790 1.76
Cl -5.1039 -0.4448 -0.5389 -0.45
C -1.9259 -0.6200 -1.2076 -1.09
C -1.3017 0.7380 -0.9497 -0.08
C -0.9427 1.4000 -2.2866 -1.01
S 0.4623 0.6463 -3.1423 -0.17
O -4.4296 -2.2092 1.8619 -0.77
B -4.9068 -1.4168 2.8275 0.71
O -6.2512 -1.4319 3.1294 -0.52
O -4.0696 -0.5706 3.6424 -0.23
B -3.3528 -3.3698 -0.8065 -0.20
C -4.7411 -4.0142 -0.7677 -0.72
O -2.2742 -3.7814 -1.4276 -0.11
H 2.2720 -4.1609 1.8953 0.27
H 3.9448 -3.6483 2.2243 0.26
H 3.5760 -4.7253 0.8682 0.26
H 2.7473 -0.7723 0.9018 0.39
H 2.2609 -1.8805 2.2369 0.29
H 0.7210 -2.8414 0.3008 0.25
H 0.8012 -1.1854 -0.2626 -0.16
H -0.4534 -0.3936 1.6503 0.29
H 0.2316 -1.6381 2.6547 0.33
H -1.8153 -2.5191 2.5986 -1.19
H -1.2536 -3.3042 1.1425 0.64
H -2.8986 0.0715 1.3629 -0.06
H -2.5710 -0.5583 -2.0784 0.78
H -1.1688 -1.3639 -1.4386 0.38
H -1.9815 1.4260 -0.4524 0.29
H -0.3607 0.6529 -0.4174 0.12
H -0.5909 2.4027 -2.0718 0.38
H -1.8022 1.4710 -2.9433 0.42
H 0.3503 -0.6710 -2.9486 0.08
H -6.7366 -0.6566 2.8229 0.32
H -4.3066 0.3827 3.5303 0.20
H -4.5768 -5.0854 -0.8696 0.37
H -5.3059 -3.6333 -1.6111 0.35
H -5.2938 -3.8422 0.1527 0.31
H -1.7156 -4.3417 -0.8513 0.33
Mg -3.1319 -3.3107 4.0531 0.08
O -0.0404 4.6740 -3.5469 -0.50
C 0.7081 4.9681 -4.4293 0.76
O 1.1863 3.9458 -5.2225 -0.08
C 1.9650 4.1619 -6.4040 -0.73
C 3.3891 4.3646 -6.0360 -0.94
C 1.2019 6.3718 -4.6596 -1.10
H 1.5592 4.9806 -6.9930 0.56
H 1.8520 3.2613 -6.9985 0.48
H 3.5510 5.2568 -5.4354 0.44
H 3.9945 4.4777 -7.0095 0.18
H 3.7972 3.5118 -5.4853 0.34
H 2.0207 6.5700 -3.9690 0.30
H 0.3832 7.0532 -4.4454 0.35
H 1.5347 6.5669 -5.6761 0.33
Cl 4.4827 5.7349 -8.2828 -0.27
Li -4.2550 -1.1501 5.4289 0.55
Cl -3.2962 -4.3134 -3.7554 -0.41
Mg -3.4862 1.5746 5.1523 -0.24
C 4.2644 -0.7066 6.3513 -1.43
C 3.5769 -0.5178 5.0093 0.59
C 3.5585 0.9439 4.5909 -1.24
O 2.2363 -1.0207 5.0744 -0.50
H 3.7335 -0.1564 7.1329 0.35
H 4.2639 -1.7585 6.6364 0.36
H 5.2955 -0.3549 6.3213 0.38
H 4.0895 -1.1080 4.2488 0.20
H 3.0071 1.5427 5.3213 0.33
H 3.0576 1.0607 3.6288 0.27
H 4.5680 1.3459 4.5074 0.39
H 1.7683 -0.5112 5.7443 0.32
Br -0.7771 3.7680 -7.1171 -0.12
```

Properties
* charge: +1
* HOMO level: -10.3 eV
* energy relative to the best compared isomer or geometry (same formula, charge and spin): 0.0000 eV
* orbital gap: 3.1 eV
* largest force on an atom: 0.0558 Eh/bohr
* E_tot: -6286.0638 Eh



(3)
The following is a DFT calculation (ωB97M-V/def2-TZVPD) of a cluster of 3 separate species, C6H13NO in total in a non-equilibrium geometry.

```
21
Properties=species:S:1:pos:R:3:mulliken_charge:R:1
C 1.5617 -0.1043 -1.4970 -0.70
C 0.9770 0.1045 -0.3236 0.41
C 1.6886 0.1224 0.9919 -0.92
H 1.0219 -0.0442 -2.4313 0.27
H 2.6326 -0.2443 -1.5781 0.26
H -0.0820 0.5879 -0.2670 -0.49
H 2.7663 0.0841 0.8593 0.39
H 1.3606 -0.7230 1.6122 0.25
H 1.4295 1.0301 1.5517 0.30
C -1.7993 2.5294 0.2069 -1.03
C -1.6259 1.1192 0.5200 0.70
N -1.9228 0.1062 1.0450 -0.54
H -0.9035 3.0808 0.4992 0.30
H -1.9308 2.6579 -0.8668 0.29
H -2.6630 2.9431 0.7299 0.34
C -0.6839 -2.1839 -0.1368 -0.47
O 0.5684 -2.7653 0.0294 -0.52
H -1.3940 -2.8743 0.3174 0.37
H -0.9450 -2.0452 -1.1895 0.24
H -1.2644 -1.1336 0.4091 0.21
H 1.2079 -2.2477 -0.4817 0.32
```

Properties
* charge: 0
* HOMO level: -8.4 eV
* energy relative to the best compared isomer or geometry (same formula, charge and spin): 4.6174 eV
* orbital gap: 8.9 eV
* SMILES string: C=CC.CC#N.CO
* largest force on an atom: 0.0887 Eh/bohr
* E_tot: -366.2642 Eh